No. 1
A structure of composition C48H57ClHgN7O3SbSi. Source: the OMol25 dataset; level of theory: ωB97M-V with the def2-TZVPD basis set.

XYZ file:
```
119
Properties=species:S:1:pos:R:3:lowdin_charge:R:1
Hg -0.15 1.26 0.36 1.2099
O -2.32 2.13 4.55 0.0351
C -3.59 2.10 4.12 -0.2826
C -4.61 2.00 5.07 -0.0273
C -5.93 1.92 4.67 -0.1082
C -6.26 1.94 3.31 -0.1151
C -5.25 2.04 2.37 -0.0518
C -3.91 2.13 2.75 -0.0995
C -2.82 2.18 1.73 -0.5027
O -1.62 2.35 2.16 -0.1542
N -3.17 1.95 0.49 0.0298
N -2.10 1.85 -0.37 -0.1707
C -2.31 2.18 -1.63 -0.1759
C -1.29 2.20 -2.59 -0.3330
C -1.56 2.58 -3.94 -0.0660
C -0.54 2.72 -4.83 -0.1145
C 0.78 2.47 -4.40 -0.1131
C 0.96 2.05 -3.10 -0.2024
N -0.01 1.89 -2.21 0.0169
H -1.77 2.20 3.71 0.0574
H -4.34 1.99 6.11 0.1113
H -6.71 1.84 5.41 0.0925
H -7.29 1.87 3.00 0.0875
H -5.47 2.05 1.32 0.1031
H -3.31 2.49 -1.91 0.1136
H -2.59 2.77 -4.23 0.1029
H -0.74 3.03 -5.85 0.0929
H 1.63 2.58 -5.07 0.0859
H 1.96 1.80 -2.75 0.0786
C 1.11 4.48 3.02 -0.1561
Si 1.57 3.80 1.33 0.3667
C 0.32 4.46 0.11 -0.1823
C 3.23 4.54 0.78 -0.1913
N 1.59 2.05 1.32 -0.1799
C 2.29 1.36 2.27 -0.3104
C 3.27 1.98 3.08 -0.0636
C 3.88 1.37 4.16 -0.1035
C 3.54 0.07 4.50 -0.1078
C 2.65 -0.61 3.69 -0.0494
C 2.10 -0.01 2.57 -0.2259
O 1.24 -0.75 1.75 -0.0649
C 1.55 -2.06 1.50 -0.2697
C 0.49 -2.92 1.26 -0.0144
C 0.73 -4.27 1.05 -0.0998
C 2.03 -4.76 1.02 -0.1062
C 3.09 -3.88 1.21 -0.0851
C 2.86 -2.54 1.46 -0.0462
H 1.11 5.57 3.00 0.0293
H 1.79 4.15 3.81 0.0203
H 0.11 4.14 3.27 0.0236
H 0.44 5.55 0.07 0.0352
H -0.70 4.24 0.42 0.0171
H 0.47 4.07 -0.89 0.0104
H 3.37 5.51 1.26 0.0286
H 3.23 4.70 -0.30 0.0193
H 4.10 3.92 1.01 0.0009
H 3.53 3.01 2.86 0.0692
H 4.60 1.93 4.74 0.0969
H 3.97 -0.41 5.37 0.0922
H 2.38 -1.63 3.92 0.1226
H -0.51 -2.52 1.27 0.0976
H -0.10 -4.94 0.90 0.1043
H 2.22 -5.81 0.85 0.0968
H 4.11 -4.24 1.18 0.1024
H 3.69 -1.87 1.62 0.1195
C -0.53 -4.86 -3.44 -0.1432
C 0.24 -3.92 -2.52 -0.5752
C 1.74 -4.10 -2.70 -0.1591
Sb -0.32 -1.79 -2.50 1.4930
C 0.14 -1.14 -4.53 -0.5752
C -0.53 -1.91 -5.66 -0.1396
C 1.65 -1.05 -4.74 -0.1617
C -2.43 -2.18 -2.82 -0.6011
C -3.01 -2.86 -1.58 -0.1594
C -3.19 -0.90 -3.15 -0.1508
H -0.21 -5.89 -3.26 0.0734
H -0.36 -4.64 -4.49 0.0550
H -1.61 -4.82 -3.27 0.0528
H 0.00 -4.18 -1.49 0.0356
H 2.04 -3.94 -3.74 0.0572
H 2.04 -5.12 -2.43 0.0717
H 2.32 -3.42 -2.08 0.0407
H -0.26 -0.12 -4.52 0.0479
H -0.16 -2.93 -5.73 0.0541
H -0.31 -1.42 -6.62 0.0747
H -1.61 -1.95 -5.56 0.0567
H 2.09 -2.05 -4.84 0.0529
H 2.15 -0.54 -3.93 0.0469
H 1.87 -0.51 -5.67 0.0732
H -2.49 -2.87 -3.67 0.0621
H -3.00 -2.17 -0.74 0.0478
H -2.44 -3.74 -1.29 0.0540
H -4.05 -3.16 -1.75 0.0766
H -3.16 -0.20 -2.31 0.0513
H -4.24 -1.12 -3.37 0.0764
H -2.77 -0.38 -4.02 0.0579
Cl 5.98 3.05 -1.32 0.6693
C 5.24 1.49 -1.22 -0.6356
C 6.00 0.34 -1.39 -0.0985
C 5.35 -0.88 -1.31 -0.0553
C 3.98 -0.89 -1.07 -0.1507
N 3.25 0.22 -0.91 0.1064
C 3.88 1.39 -0.98 -0.1771
H 7.06 0.41 -1.57 0.1045
H 5.89 -1.80 -1.43 0.1036
H 3.44 -1.82 -1.02 0.0787
H 3.28 2.27 -0.81 0.0805
N -1.60 -1.91 6.76 0.1471
C -1.96 -1.64 5.70 -0.1797
C -2.41 -1.33 4.38 -0.2031
C -3.74 -1.54 4.01 -0.0124
C -4.12 -1.24 2.72 -0.0381
C -3.16 -0.75 1.84 -0.1371
N -1.89 -0.55 2.18 0.0832
C -1.52 -0.83 3.43 -0.0797
H -4.45 -1.91 4.74 0.1209
H -5.14 -1.35 2.40 0.1101
H -3.43 -0.47 0.83 0.0950
H -0.49 -0.62 3.70 0.1243
```

Summary:
Energy relative to the best compared isomer or geometry (same formula, charge and spin), kcal/mol: 0.00
LUMO level (alpha / beta), eV: 2.26 / 2.26
Expectation value of S²: 0.771
Multiplicity: 2
Charge: -1
HOMO energy (alpha / beta), eV: -2.74 / -4.87

No. 2
A cluster of 2 separate species, C8H17NO4S in total. Source: the OMol25 dataset; level of theory: ωB97M-V with the def2-TZVPD basis set.

XYZ file:
```
31
Properties=species:S:1:pos:R:3:lowdin_charge:R:1
C 3.17 -2.73 0.12 -0.0005
C 3.24 -1.82 -0.78 -0.1890
C -1.30 0.69 1.50 -0.0205
C -3.07 -0.82 0.42 -0.0027
C -3.40 1.64 0.61 -0.0651
C 4.30 -0.76 -0.81 -0.2520
C -2.35 0.61 0.35 -0.5440
C -1.68 0.80 -0.95 -0.5151
N -2.46 0.79 -2.08 0.1736
O 1.95 0.55 0.73 -0.2919
O 4.27 1.10 1.43 -0.3981
O -0.47 0.87 -1.10 0.0502
O 3.79 0.57 -0.95 -0.3486
S 3.34 1.42 0.39 0.9229
H 2.48 -3.60 0.02 0.0748
H 3.95 -2.71 0.88 0.0731
H 2.52 -1.72 -1.65 0.1289
H -1.90 0.79 2.36 0.0722
H -0.64 -0.11 1.49 0.0651
H -0.84 1.63 1.20 0.0909
H -3.98 -0.63 -0.15 0.0777
H -3.18 -1.05 1.46 0.0750
H -2.38 -1.51 -0.02 0.0802
H -3.99 1.31 1.56 0.1365
H -3.00 2.66 0.66 0.1058
H -4.08 1.65 -0.18 0.0378
H 4.90 -0.93 -1.66 0.1159
H 4.89 -0.88 0.01 0.0754
H -1.86 0.71 -2.84 0.0818
H -3.54 0.90 -2.00 0.1617
H 1.31 0.60 -0.01 0.0281
```

Summary:
Energy relative to the best compared isomer or geometry (same formula, charge and spin), kcal/mol: 6.48
LUMO level, eV: 0.53
Multiplicity: 1
Charge: 0
HOMO energy, eV: -9.61